61
Properties=species:S:1:pos:R:3:mulliken_charge:R:1 method="wB97M-V/def2-TZVPD" homo_lumo_gap_ha=0.3106 homo_energy_ev=-7.98 lumo_energy_ev=0.475 energy_ha=-1156.21529 charge=0 multiplicity=1
C -8.023 -1.949 -1.216 -1.0927
H -8.756 -2.133 -1.978 0.3531
H -7.203 -2.673 -1.437 0.2739
H -8.390 -1.987 -0.305 0.3795
C -7.377 -0.788 -1.767 -0.5338
C -6.303 -0.461 -0.633 0.6731
C -5.063 -0.954 -0.837 -0.5233
C -3.941 -0.629 -0.251 -0.8438
C -4.168 0.012 0.996 0.6474
C -5.346 0.396 1.404 -0.8603
C -6.499 0.457 0.556 -0.9433
H -7.529 0.711 0.701 0.3767
H -5.532 0.756 2.246 0.7616
C -2.924 0.285 2.052 -0.7966
N -1.909 0.955 1.235 0.2934
C -0.790 0.341 1.216 0.0965
O -0.462 -0.950 1.442 -0.7709
C 0.284 1.154 0.431 0.9487
C 1.821 0.828 0.661 -0.7856
N 2.725 1.353 0.022 0.3194
C 2.533 1.814 -1.424 0.5297
O 3.388 2.356 -1.834 -0.3785
C 1.155 2.004 -1.820 -0.6784
C 0.097 1.050 -0.984 -0.8631
H 0.347 0.120 -1.630 0.3351
H -0.772 1.256 -1.496 0.2528
H 1.222 1.464 -2.941 0.3154
H 0.892 3.099 -1.833 0.2029
C 4.021 1.179 0.546 -2.5658
H 4.766 1.785 -0.145 0.3790
C 4.657 -0.107 0.430 1.2559
C 4.590 -0.885 -1.033 -1.5074
C 5.228 -2.231 -0.841 -0.5444
C 6.600 -2.380 -0.339 -0.7420
C 6.616 -1.685 1.074 -0.8268
C 6.118 -0.003 1.058 -0.8078
H 6.725 0.421 0.198 0.3429
H 6.091 0.257 2.286 0.2590
H 7.656 -1.545 1.464 0.3594
H 5.941 -2.099 1.853 0.4747
H 7.098 -3.347 -0.110 0.3352
H 7.120 -1.603 -0.752 0.3311
H 5.089 -2.749 -1.832 0.3463
H 4.524 -3.038 -0.191 0.2305
H 5.100 -0.182 -1.667 0.4114
H 3.754 -0.957 -1.296 0.9064
H 4.108 -0.925 1.200 0.2127
H 4.241 1.499 1.482 0.4973
H 1.958 1.066 1.666 0.2415
H 1.598 -0.307 0.692 0.3091
H 0.252 2.316 0.544 0.2878
C -2.204 2.384 0.991 -1.3628
H -3.109 2.542 1.096 0.7439
H -1.941 2.494 0.101 0.4069
H -1.574 2.973 1.806 0.2446
H -3.218 0.809 3.138 0.2085
H -2.520 -0.825 2.215 0.3566
H -3.013 -1.003 -0.329 0.7572
H -4.778 -1.227 -1.928 0.1233
H -7.988 0.180 -1.218 0.1733
H -6.986 -0.691 -2.735 0.4734

66
Properties=species:S:1:pos:R:3:mulliken_charge:R:1 method="wB97M-V/def2-TZVPD" homo_lumo_gap_ha=0.2922 homo_energy_ev=-7.69 lumo_energy_ev=0.257 energy_ha=-1815.00389 charge=0 multiplicity=1
C -2.763 -4.383 -1.022 -0.8048
C -3.957 -3.463 -0.785 -0.5099
O -3.725 -2.467 0.192 -0.2868
C -3.864 -2.897 1.532 -0.5770
C -3.909 -1.682 2.457 -0.5547
C -2.552 -0.984 2.584 -1.1775
N -2.092 -0.472 1.316 0.2229
C -2.370 0.790 0.906 0.4744
N -2.154 1.072 -0.403 0.3802
C -2.428 2.385 -0.948 -1.6237
H -3.001 2.939 -0.202 0.6424
H -3.050 2.259 -1.841 0.3917
C -1.164 3.169 -1.309 0.2198
C -0.480 3.765 -0.066 -0.9936
N 0.740 4.509 -0.300 0.0359
C 1.830 3.722 -0.829 -0.7841
H 2.749 4.304 -0.751 0.3914
H 1.945 2.816 -0.238 0.1127
H 1.698 3.437 -1.886 0.3031
C 0.551 5.733 -1.046 -1.0480
H -0.275 6.293 -0.612 0.3241
H 0.345 5.568 -2.116 0.3595
H 1.458 6.334 -0.966 0.3477
H -1.182 4.437 0.434 0.4312
H -0.245 2.966 0.641 0.1577
H -1.448 3.979 -1.983 0.5042
H -0.468 2.514 -1.837 0.1255
C -1.729 0.054 -1.336 -2.2343
C -0.331 -0.468 -1.113 0.7230
C 0.553 0.067 -0.243 0.6537
C 1.871 -0.458 -0.091 -0.0407
C 2.799 0.066 0.812 -0.3409
C 4.066 -0.469 0.915 -0.1234
C 4.443 -1.540 0.081 0.2544
C 3.525 -2.087 -0.799 -0.6576
C 2.241 -1.560 -0.887 -0.3011
N 1.312 -2.088 -1.743 -0.0700
C 0.025 -1.633 -1.915 0.2643
O -0.730 -2.207 -2.685 -0.7590
H 1.574 -2.890 -2.306 0.2233
H 3.830 -2.918 -1.415 0.4223
O 5.700 -2.070 0.107 -0.4795
C 6.642 -1.273 0.795 -0.4514
C 6.043 -0.762 2.103 -0.4900
H 6.757 -0.148 2.654 0.3494
O 4.929 0.062 1.837 -0.4693
H 5.737 -1.618 2.721 0.2876
H 7.511 -1.908 0.974 0.3464
H 6.932 -0.417 0.170 0.2894
H 2.532 0.892 1.452 0.6001
H 0.274 0.912 0.367 0.7490
H -2.423 -0.798 -1.336 0.1374
H -1.774 0.478 -2.344 0.5993
S -2.858 1.957 1.983 -0.4014
H -2.069 -1.184 0.600 0.0041
H -1.801 -1.687 2.956 0.3936
H -2.632 -0.143 3.276 0.5449
H -4.636 -0.970 2.065 0.2372
H -4.236 -2.006 3.445 0.4354
H -3.027 -3.554 1.818 0.2556
H -4.797 -3.472 1.634 0.4529
H -4.841 -4.053 -0.503 0.5044
H -4.181 -2.916 -1.704 0.3011
H -3.038 -5.149 -1.742 0.4328
H -2.453 -4.869 -0.099 0.3000
H -1.930 -3.814 -1.427 -0.0075

75
Properties=species:S:1:pos:R:3:lowdin_spin:R:1 method="wB97M-V/def2-TZVPD" homo_lumo_gap_ha="0.1526 / 0.1684" homo_energy_ev="-14.16 / -14.16" lumo_energy_ev="-10.010 / -9.580" energy_ha=-1885.92506 charge=+2 multiplicity=2
Os 0.260 -0.997 -0.387 0.7945
C 0.512 0.970 -3.273 0.0017
C -0.793 0.905 -2.562 0.0014
C -1.988 1.466 -2.923 -0.0043
C -2.898 1.093 -1.920 -0.0078
N -2.275 0.355 -1.017 0.0016
N -0.974 0.215 -1.380 -0.0112
B -2.873 -0.274 0.272 -0.0010
N -2.042 0.194 1.466 0.0010
C -2.384 0.756 2.630 0.0326
C -1.275 0.778 3.452 0.0101
C -0.243 0.184 2.725 0.0116
C 1.164 -0.061 3.138 0.0016
N -0.729 -0.166 1.518 0.0379
N -2.660 -1.799 0.194 -0.0009
C -3.408 -2.803 0.667 0.0402
C -2.714 -3.994 0.510 0.0082
C -1.497 -3.641 -0.048 0.0177
C -0.371 -4.551 -0.390 0.0024
N -1.483 -2.291 -0.235 0.0331
N -4.292 0.186 0.402 0.0006
C -5.517 -0.393 0.240 0.0000
C -6.462 0.578 0.398 0.0003
C -5.738 1.770 0.671 0.0004
C -6.258 3.147 0.906 0.0001
N -4.442 1.513 0.668 -0.0001
H 0.509 1.812 -3.961 0.0000
H 1.340 1.086 -2.570 0.0006
H 0.675 0.062 -3.861 0.0001
H -2.188 2.072 -3.791 -0.0001
H -3.946 1.332 -1.833 0.0000
H -3.384 1.109 2.811 0.0012
H -1.212 1.164 4.455 0.0002
H 1.227 -0.185 4.217 0.0001
H 1.565 -0.940 2.637 0.0004
H 1.781 0.789 2.855 0.0009
H -4.371 -2.629 1.116 0.0018
H -3.051 -4.984 0.764 -0.0001
H -0.697 -5.582 -0.293 0.0001
H -0.028 -4.387 -1.412 0.0004
H 0.471 -4.402 0.288 0.0014
H -5.644 -1.433 -0.007 0.0001
H -7.532 0.463 0.359 0.0000
H -7.329 3.148 1.087 0.0000
H -5.734 3.618 1.737 0.0000
H -6.065 3.769 0.030 0.0000
N 1.183 -1.758 -1.868 0.0306
N 2.226 -2.637 -1.465 0.0040
C 2.523 -2.659 -0.120 0.0012
O 3.507 -3.129 0.349 -0.0015
O 1.503 -2.093 0.527 -0.0299
H 0.588 -2.221 -2.552 0.0035
H 1.588 -0.909 -2.281 0.0145
H 2.973 -2.857 -2.110 -0.0003
C 4.324 1.774 1.816 -0.0001
C 3.649 1.754 0.458 -0.0014
C 3.455 3.166 -0.067 -0.0001
O 2.283 1.208 0.660 -0.0012
B 2.076 0.277 -0.269 -0.0002
O 3.113 -0.006 -1.086 0.0023
C 4.294 0.760 -0.590 -0.0001
C 5.255 -0.250 0.008 0.0001
C 4.934 1.419 -1.797 0.0001
H 3.789 2.457 2.474 0.0000
H 5.349 2.128 1.711 -0.0001
H 4.331 0.787 2.274 0.0000
H 2.904 3.746 0.672 0.0000
H 2.879 3.173 -0.993 0.0000
H 4.417 3.648 -0.239 -0.0001
H 4.816 -0.825 0.822 0.0000
H 6.148 0.255 0.376 0.0000
H 5.565 -0.952 -0.766 0.0000
H 4.226 2.016 -2.369 0.0000
H 5.335 0.647 -2.453 0.0000
H 5.758 2.055 -1.475 0.0000

68
Properties=species:S:1:pos:R:3:mulliken_charge:R:1 method="wB97M-V/def2-TZVPD" homo_lumo_gap_ha=0.3407 homo_energy_ev=-8.81 lumo_energy_ev=0.458 energy_ha=-4107.56615 charge=0 multiplicity=1
C 3.735 -0.556 0.685 -0.4253
O 2.356 -0.865 0.558 -0.3140
C 1.578 0.277 0.163 -0.3033
C 0.486 0.481 1.253 -0.8738
C -0.490 1.679 0.961 0.6079
C -1.552 1.757 2.106 -1.5296
C -3.008 1.965 1.601 0.7427
Br -4.204 1.890 3.176 -0.0537
C -3.070 3.409 1.102 0.1828
N -3.177 4.435 0.649 -0.5468
C -3.406 0.968 0.432 2.2147
C -3.348 1.763 -0.877 -0.5248
N -3.319 2.197 -1.908 -0.6330
C -4.844 0.380 0.495 -1.4325
C -5.009 -0.911 1.361 -0.7817
C -3.820 -1.912 1.308 -0.0994
C -3.657 -2.674 -0.028 -0.6427
O -3.693 -1.851 -1.205 -0.3640
C -2.463 -1.470 -1.629 0.8669
C -2.401 -0.878 -3.059 -1.1627
O -1.468 -1.520 -0.982 -0.4850
H 3.931 0.028 1.615 0.2811
H 4.115 0.003 -0.201 0.2947
H 4.345 -1.473 0.744 -0.0337
H 1.062 0.009 -0.783 0.1187
H 2.250 1.170 0.055 0.3509
H 0.907 0.667 2.261 0.3184
H -0.142 -0.437 1.289 0.0578
H 0.072 2.617 0.882 0.4268
H -0.911 1.485 -0.047 -0.0727
H -1.498 0.818 2.691 0.5300
H -1.260 2.605 2.758 0.5562
H -2.598 0.222 0.349 -0.9950
H -5.609 1.122 0.800 0.4809
H -5.117 0.111 -0.547 0.5773
H -5.900 -1.445 0.954 0.3827
H -5.295 -0.642 2.397 0.3740
H -2.906 -1.379 1.640 -0.1252
H -4.017 -2.685 2.085 0.4472
H -2.762 -3.317 0.051 0.3534
H -4.522 -3.367 -0.110 0.3895
H -1.557 -0.166 -3.112 0.2604
H -3.320 -0.284 -3.244 0.3437
H -2.241 -1.660 -3.821 0.3527
O 1.952 3.233 0.103 -0.6191
C 1.518 4.030 -0.685 0.5104
O 0.237 4.019 -1.122 -0.2695
C 0.058 5.023 -2.134 -0.5083
C 1.175 6.022 -1.902 -0.5213
C 2.291 5.138 -1.363 -0.5411
H 0.124 4.544 -3.114 0.2731
H -0.928 5.473 -2.029 0.3300
H 1.447 6.579 -2.797 0.3544
H 0.876 6.742 -1.136 0.2694
H 2.897 4.708 -2.163 0.2880
H 2.920 5.666 -0.650 0.3134
O 5.348 -2.918 -0.709 -0.5863
C 5.408 -3.985 -0.172 0.6065
O 6.274 -4.272 0.836 -0.3545
C 6.170 -5.661 1.183 -0.4416
C 4.797 -6.091 0.703 -0.4871
C 4.594 -5.210 -0.522 -0.4123
H 6.975 -6.205 0.684 0.2701
H 6.284 -5.775 2.260 0.3111
H 4.728 -7.158 0.495 0.3137
H 4.046 -5.846 1.458 0.2681
H 5.007 -5.664 -1.424 0.2671
H 3.547 -4.953 -0.668 0.2538